# 1
{"formula": "C50H56DyN6OSSeSiTe", "method": "ωB97M-V/def2-TZVPD", "s2": 9.251, "charge": -1, "multiplicity": 6, "e_tot_ha": -6584.862746, "gap_ev": [3.1, 3.1], "homo_energy_ev": [-3.34, -3.34], "species": ["Dy", "O", "C", "C", "C", "C", "C", "C", "C", "N", "C", "C", "N", "H", "H", "H", "H", "H", "H", "H", "C", "C", "C", "C", "C", "C", "C", "C", "N", "C", "C", "C", "C", "N", "C", "C", "C", "C", "C", "C", "C", "C", "H", "H", "H", "H", "H", "H", "H", "H", "H", "H", "H", "H", "H", "H", "H", "H", "H", "H", "H", "H", "H", "H", "H", "H", "C", "C", "C", "C", "C", "C", "C", "C", "C", "C", "C", "C", "C", "C", "C", "N", "H", "H", "H", "H", "H", "H", "H", "H", "H", "H", "C", "Te", "C", "H", "H", "H", "H", "H", "H", "C", "Si", "C", "C", "Se", "H", "H", "H", "H", "H", "H", "H", "H", "H", "S", "C", "N"], "coordinates": [[2.0955, -0.0119, -0.2452], [0.1126, -0.5284, 0.6038], [-0.3589, -1.0535, 1.7143], [-1.6244, -1.5782, 1.8482], [-2.0271, -2.1302, 3.0764], [-1.2402, -2.0888, 4.2264], [0.0963, -1.7189, 4.1152], [0.5093, -1.0755, 2.9292], [1.6935, -0.2142, 3.0022], [2.3728, 0.4464, 1.9669], [3.3200, 1.2657, 2.5412], [3.3341, 1.0646, 3.9257], [2.3332, 0.1370, 4.1676], [-2.2291, -1.5648, 0.9257], [-2.9629, -2.6719, 3.0726], [-1.5789, -2.4399, 5.1851], [0.8519, -1.8549, 4.8951], [3.8238, 2.0448, 2.0125], [3.8239, 1.4791, 4.7796], [1.9542, -0.0043, 5.0901], [-1.8383, 1.6068, -1.4181], [-1.4376, 2.4094, -0.1962], [-2.4972, 2.8109, 0.6365], [-2.1732, 3.4232, 1.8151], [-0.8814, 3.7646, 2.0887], [0.1854, 3.5410, 1.2360], [1.5138, 4.1995, 1.4747], [-0.0726, 2.6950, 0.0881], [0.9581, 2.1896, -0.7041], [1.2651, 2.7669, -1.8421], [0.5780, 3.8600, -2.5007], [2.5567, 2.3812, -2.4175], [3.3006, 3.4611, -3.1013], [3.0973, 1.1948, -2.1751], [4.2503, 0.7506, -2.8674], [4.2277, 0.4618, -4.2622], [3.1399, 0.9723, -5.1753], [5.3492, -0.2353, -4.8423], [6.4290, -0.4420, -4.1152], [6.5680, 0.0152, -2.7848], [5.4759, 0.5783, -2.1242], [5.6422, 1.2198, -0.7353], [-1.8990, 2.2174, -2.3499], [-2.8440, 1.0753, -1.2646], [-1.0642, 0.8363, -1.5641], [-3.5180, 2.5496, 0.3266], [-2.9190, 3.6623, 2.5665], [-0.6556, 4.3217, 2.9578], [1.9874, 4.4059, 0.5264], [2.2040, 3.5573, 2.0456], [1.3784, 5.1522, 2.0236], [0.5881, 3.7696, -3.5631], [1.0097, 4.8740, -2.3343], [-0.4667, 3.8905, -2.1949], [2.8935, 3.5862, -4.2033], [4.3873, 3.1851, -3.1238], [3.2240, 4.4021, -2.5754], [3.5549, 1.6648, -5.9579], [2.1811, 1.3754, -4.6458], [2.8381, 0.1658, -5.8868], [5.2688, -0.6557, -5.8250], [7.2650, -1.0200, -4.5600], [7.4918, -0.2289, -2.2002], [5.7241, 0.5787, 0.1054], [4.7270, 1.8168, -0.5150], [6.5537, 1.8067, -0.6603], [4.7123, -3.2471, 2.1211], [3.6732, -4.2022, 2.1468], [2.5599, -4.0759, 1.3360], [2.5152, -3.0219, 0.4051], [3.4635, -1.9749, 0.4647], [4.5342, -2.0992, 1.3265], [1.5113, -2.9405, -0.5981], [0.3746, -3.8107, -0.4804], [-0.6001, -3.7891, -1.4387], [-0.4884, -2.9287, -2.5532], [-1.3361, -3.0416, -3.7243], [-1.2074, -2.1441, -4.7204], [-0.2433, -1.1314, -4.6590], [0.6731, -1.1063, -3.6516], [0.6447, -2.0078, -2.5849], [1.5844, -2.0178, -1.6159], [5.6830, -3.3687, 2.6235], [3.6580, -5.0032, 2.9045], [1.7451, -4.8192, 1.3352], [5.2990, -1.3063, 1.2547], [0.1618, -4.4642, 0.3857], [-1.4359, -4.4784, -1.4832], [-2.1303, -3.8119, -3.8607], [-1.7662, -2.2655, -5.6666], [-0.2955, -0.2008, -5.2692], [1.4708, -0.3179, -3.5753], [-5.2061, 2.4956, 7.6171], [-3.1823, 1.8254, 6.8882], [-3.8065, 0.5540, 5.2516], [-6.0201, 1.8061, 7.3547], [-5.3618, 3.4703, 7.1413], [-5.1652, 2.5544, 8.7121], [-3.9850, 1.2189, 4.3907], [-4.5834, -0.0656, 5.5191], [-2.9416, -0.1233, 5.0443], [-8.4426, -3.1396, 1.2895], [-6.8104, -2.7775, 0.4363], [-5.7344, -4.3448, 0.8513], [-6.9749, -2.3659, -1.3988], [-6.1030, -0.8754, 1.3656], [-9.0081, -3.8017, 0.6048], [-9.0270, -2.2792, 1.5580], [-8.2462, -3.7212, 2.2345], [-6.3300, -5.2975, 0.7035], [-5.5253, -4.3251, 1.9653], [-4.7369, -4.4907, 0.3941], [-7.0543, -3.1704, -2.1544], [-5.9691, -1.8897, -1.5809], [-7.8052, -1.6310, -1.5172], [-3.3316, 6.2370, -5.4486], [-2.1021, 5.1892, -5.3997], [-1.1554, 4.4066, -5.2823]], "forces_ev_per_angstrom": [[-0.69, -1.77, -0.20], [0.15, -0.09, 0.01], [2.58, 0.96, 1.59], [-0.54, -0.71, -0.03], [-0.19, 0.33, -0.97], [1.10, -0.75, -0.08], [-0.30, 1.12, -0.89], [-0.27, 0.30, -0.99], [1.73, 0.73, -1.24], [-1.18, -0.31, 2.56], [-0.32, -0.72, 2.63], [-0.93, -0.29, -1.88], [-0.45, 0.16, -0.87], [-0.06, -0.23, 0.82], [-0.34, 0.41, 0.26], [-0.31, -0.43, 0.01], [-0.58, 0.12, 0.10], [0.46, -0.06, -0.39], [0.43, 0.37, -0.10], [-0.04, -0.25, -0.14], [-0.45, -0.72, -0.20], [-0.16, -0.35, -0.56], [0.69, -0.54, -0.62], [-1.18, 0.03, 0.69], [1.16, 0.39, -0.55], [-0.28, -1.47, -1.45], [0.07, -0.19, 0.59], [-2.70, 1.47, 1.78], [1.46, 1.06, -2.11], [-0.16, -0.86, 2.62], [-1.12, 1.41, 0.39], [2.25, -2.23, 0.30], [0.75, -0.31, -2.57], [-1.82, 2.21, -0.72], [1.73, -0.16, -0.80], [0.40, 0.24, 0.60], [-1.29, -0.38, -0.85], [-3.47, 1.27, 0.04], [3.46, -1.08, 1.69], [-0.22, -0.59, 0.59], [0.11, 0.25, -0.29], [-1.18, 0.31, -0.83], [-0.02, -0.35, 0.62], [1.52, 0.84, -0.19], [-0.39, 0.00, -0.22], [0.49, 0.16, 0.37], [-0.12, -0.01, -0.20], [0.05, 0.56, 0.95], [0.26, 0.24, -0.31], [-0.25, 0.25, -0.08], [0.12, -0.54, -0.30], [-0.17, -0.25, -1.04], [-0.11, -0.72, 0.27], [0.08, 0.18, -0.02], [0.91, -0.03, 2.15], [-0.97, 0.22, -0.29], [-0.33, 0.24, 0.03], [-0.34, 0.13, 1.26], [1.90, -0.61, -1.22], [-0.20, 0.16, 0.85], [-0.10, 0.20, -0.49], [-0.52, 0.48, 0.38], [-0.85, 0.52, -0.72], [-0.04, -1.34, 0.55], [0.87, 0.12, -0.16], [-0.15, 0.45, -0.37], [-0.08, 0.42, -0.68], [0.15, -0.06, 1.12], [-0.08, -0.09, -0.67], [1.75, 0.79, 1.30], [-0.86, 0.61, -0.56], [0.78, -0.47, 0.04], [-2.73, 0.05, -1.84], [-0.66, 0.02, -0.06], [0.30, 0.15, -0.96], [0.78, 0.04, -0.95], [-0.23, -0.53, 1.18], [-0.19, 0.02, -1.84], [0.24, 1.85, 0.18], [1.42, 1.53, 0.43], [-2.26, -1.93, 0.24], [0.39, -1.10, 1.73], [-0.74, -0.15, 0.17], [0.35, 0.30, -0.59], [0.80, 0.34, 0.31], [-0.20, -0.53, 0.56], [0.64, 0.58, -0.62], [-0.03, 0.02, 0.55], [0.84, 0.50, 0.67], [0.00, 0.25, 0.83], [0.11, -1.22, -0.13], [-0.93, -0.79, -0.34], [0.68, -0.18, -0.35], [-1.26, -0.16, 0.32], [2.73, 1.34, -0.80], [0.52, 0.08, -0.17], [-0.12, -0.29, 0.36], [0.14, 0.17, -0.39], [-0.17, -0.71, 0.35], [-2.00, -1.01, 0.52], [-0.54, 0.77, 0.05], [0.06, -1.89, 0.10], [0.70, 0.85, 1.07], [-0.30, -0.80, 0.82], [0.71, -0.11, -0.50], [0.49, -0.23, 0.04], [-0.20, 0.14, 0.41], [-0.13, 0.47, -0.11], [-0.15, 0.50, -0.84], [0.57, 0.87, -0.06], [-0.34, 0.21, -1.08], [-0.54, 0.29, -0.12], [-0.27, 0.14, 0.40], [-1.14, -0.05, -0.02], [0.78, -0.40, -0.03], [-0.69, 0.57, -0.17], [4.96, -4.00, 0.89], [-3.96, 3.30, -0.55]], "lowdin_spin": [5.12, -0.01, 0.00, 0.00, 0.00, 0.00, 0.00, 0.00, 0.00, -0.01, 0.00, 0.00, 0.00, 0.00, 0.00, 0.00, 0.00, 0.00, 0.00, 0.00, 0.00, 0.00, 0.00, 0.00, 0.00, 0.00, 0.00, 0.00, 0.00, 0.00, 0.00, 0.00, 0.00, -0.01, 0.00, 0.00, 0.00, 0.00, 0.00, 0.00, 0.00, 0.00, 0.00, 0.00, 0.00, 0.00, 0.00, 0.00, 0.00, 0.00, 0.00, 0.00, 0.00, 0.00, 0.00, 0.00, 0.00, 0.00, 0.00, 0.00, 0.00, 0.00, 0.00, 0.00, 0.00, 0.00, -0.01, 0.00, 0.00, -0.01, -0.08, -0.01, 0.00, 0.00, 0.00, 0.00, 0.00, 0.00, 0.00, 0.00, 0.00, 0.00, 0.00, 0.00, 0.00, 0.00, 0.00, 0.00, 0.00, 0.00, 0.00, 0.00, 0.00, 0.00, 0.00, 0.00, 0.00, 0.00, 0.00, 0.00, 0.00, 0.00, 0.00, 0.00, 0.00, 0.00, 0.00, 0.00, 0.00, 0.00, 0.00, 0.00, 0.00, 0.00, 0.00, 0.00, 0.00, 0.00]}

# 2
{"formula": "C50H57Cl2N8O6P", "method": "ωB97M-V/def2-TZVPD", "e_tot_ha": -4089.624122, "gap_ev": 5.1, "homo_energy_ev": -7.67, "smiles": "CCOCCOCc1c(CCOC=O)c2c(c([PH2]=N)c1/C(Cl)=C(\\C)Cl)C(=O)C=C(c1ccncc1)C2=O.c1cc[nH]c1.c1cc[nH]c1.c1cc[nH]c1.c1cc[nH]c1.c1cc[nH]c1.c1cc[nH]c1", "species": ["C", "C", "O", "C", "C", "O", "C", "C", "C", "C", "C", "O", "C", "O", "C", "C", "C", "P", "N", "C", "C", "Cl", "C", "C", "Cl", "C", "O", "C", "C", "C", "C", "C", "N", "C", "C", "C", "O", "H", "H", "H", "H", "H", "H", "H", "H", "H", "H", "H", "H", "H", "H", "H", "H", "H", "H", "H", "H", "H", "H", "H", "H", "H", "H", "H", "N", "C", "C", "C", "C", "H", "H", "H", "H", "H", "N", "C", "C", "C", "C", "H", "H", "H", "H", "H", "N", "C", "C", "C", "C", "H", "H", "H", "H", "H", "N", "C", "C", "C", "C", "H", "H", "H", "H", "H", "N", "C", "C", "C", "C", "H", "H", "H", "H", "H", "N", "C", "C", "C", "C", "H", "H", "H", "H", "H"], "coordinates": [[-5.8254, -1.6608, 5.1829], [-6.5362, -0.2960, 4.5380], [-5.4305, 0.5685, 4.0304], [-5.9580, 1.6091, 3.1334], [-4.8178, 2.4968, 2.3570], [-3.7441, 1.7161, 1.7229], [-2.4054, 2.1736, 2.2237], [-1.2252, 1.4756, 1.3087], [-0.6967, -0.0545, 1.6677], [-1.3417, -0.8129, 2.9703], [-2.7690, -1.5576, 2.5756], [-2.3710, -2.8872, 2.0088], [-3.4766, -3.3183, 1.1387], [-3.4740, -3.2435, -0.1975], [0.4436, -0.6876, 0.6728], [1.0923, 0.1074, -0.6481], [0.5719, 1.6298, -0.9969], [1.2968, 2.5387, -2.5522], [1.2138, 1.5374, -3.8617], [-0.5724, 2.2755, -0.0066], [-1.1467, 3.7939, -0.3517], [-2.9586, 3.9209, -0.8411], [-0.3477, 5.0496, -0.2769], [1.2645, 5.0071, 0.1653], [-1.1215, 6.7326, -0.6480], [2.2188, -0.6933, -1.5903], [3.2782, -0.0986, -2.1556], [1.9320, -2.3342, -1.7403], [1.3475, -3.0510, -0.5363], [0.9997, -4.6496, -0.6463], [-0.5025, -5.2785, -0.9796], [-0.8893, -6.8555, -1.0611], [0.1622, -7.8948, -0.8714], [1.5397, -7.3883, -0.6115], [2.1210, -5.8764, -0.4481], [1.0272, -2.2398, 0.8909], [1.2636, -2.7942, 2.0823], [-5.5124, -2.3236, 4.2466], [-4.8462, -1.3026, 5.7189], [-6.5808, -2.2137, 5.8912], [-7.2521, -0.6716, 3.6879], [-7.2047, 0.2258, 5.3465], [-6.7367, 1.1061, 2.4043], [-6.5699, 2.3638, 3.8245], [-4.2975, 3.2138, 3.1402], [-5.3159, 3.2223, 1.5514], [-2.2955, 3.3366, 2.1533], [-2.3792, 1.8844, 3.3575], [-1.6019, -0.0857, 3.8736], [-0.6586, -1.6563, 3.4317], [-3.4727, -1.7176, 3.4969], [-3.2858, -0.9736, 1.7002], [-4.4511, -3.7563, 1.6466], [2.6655, 2.9523, -2.2953], [0.5357, 3.7107, -2.9128], [0.7870, 0.6256, -3.5889], [1.5392, 6.0973, 0.5123], [1.3286, 4.2083, 1.0254], [1.9139, 4.7334, -0.7752], [2.1278, -2.9138, -2.7380], [-1.3800, -4.5000, -1.1767], [-2.0179, -7.1664, -1.2938], [2.3705, -8.2418, -0.5020], [3.2609, -5.6286, -0.2246], [3.9954, -0.5011, -5.2808], [2.9518, -0.8105, -6.1137], [3.4659, -1.0560, -7.3673], [4.8698, -0.8949, -7.2862], [5.1696, -0.5552, -5.9860], [3.9124, -0.2700, -4.2993], [1.9351, -0.8278, -5.7443], [2.8921, -1.3236, -8.2450], [5.5850, -1.0144, -8.0897], [6.1152, -0.3466, -5.5037], [1.6272, 6.2206, -3.6850], [1.6296, 7.4622, -4.2655], [2.0901, 7.3277, -5.5562], [2.3697, 5.9558, -5.7633], [2.0721, 5.2949, -4.5926], [1.3411, 6.0189, -2.7357], [1.3057, 8.3330, -3.7114], [2.2104, 8.1307, -6.2717], [2.7469, 5.4990, -6.6691], [2.1398, 4.2481, -4.3280], [-3.9273, 11.3644, 1.1629], [-3.3591, 10.5632, 0.2070], [-2.7043, 9.5351, 0.8477], [-2.8892, 9.7195, 2.2388], [-3.6504, 10.8548, 2.4048], [-4.4672, 12.2003, 0.9804], [-3.4677, 10.7934, -0.8444], [-2.1541, 8.7377, 0.3652], [-2.5086, 9.0914, 3.0338], [-4.0167, 11.3430, 3.2980], [2.0867, -1.5939, 5.0635], [1.5722, -2.4351, 6.0154], [1.5255, -1.7497, 7.2088], [2.0240, -0.4473, 6.9668], [2.3603, -0.3777, 5.6334], [2.2397, -1.8327, 4.0924], [1.2855, -3.4473, 5.7631], [1.1697, -2.1447, 8.1516], [2.1259, 0.3537, 7.6875], [2.7710, 0.4306, 5.0432], [8.1604, -0.6858, -0.5548], [6.9717, -0.1546, -0.9829], [5.9618, -1.0104, -0.6036], [6.5621, -2.0930, 0.0826], [7.9200, -1.8654, 0.1006], [9.0722, -0.2719, -0.6991], [6.9464, 0.7837, -1.5208], [4.9067, -0.8696, -0.7989], [6.0581, -2.9464, 0.5174], [8.7336, -2.4409, 0.5214], [-1.7635, -9.9634, -2.0944], [-1.2484, -11.1776, -2.4671], [-2.1272, -12.1561, -2.0591], [-3.2135, -11.5088, -1.4233], [-2.9642, -10.1552, -1.4618], [-1.3265, -9.0662, -2.2609], [-0.3024, -11.2414, -2.9878], [-2.0003, -13.2210, -2.2049], [-4.0841, -11.9794, -0.9850], [-3.5364, -9.3143, -1.0931]], "forces_ev_per_angstrom": [[0.04, 1.16, -1.16], [0.18, -1.34, 0.50], [-1.99, -0.08, -0.65], [-0.98, 0.51, 0.21], [0.19, 0.88, 0.82], [0.67, 1.31, 1.11], [0.08, -0.21, -0.42], [2.21, -1.72, -1.94], [1.31, 2.33, -2.60], [-0.72, -0.61, 0.28], [0.60, 0.74, -0.51], [-3.27, 0.05, -2.04], [0.31, 0.45, -5.57], [0.56, -0.42, 8.67], [-0.55, 1.72, -0.73], [-2.28, 1.36, 1.85], [-1.35, -1.89, 4.03], [-0.95, -3.56, -2.30], [-0.20, 0.93, 2.55], [0.38, -1.77, 0.58], [1.79, 2.47, 0.35], [2.79, -0.35, 0.78], [-1.23, -3.54, 0.07], [-1.68, 0.62, -0.38], [1.42, -3.05, 0.46], [3.34, 1.35, -1.57], [-6.86, -3.49, 3.49], [-1.92, -0.72, 4.07], [0.95, 1.09, -3.04], [-0.57, -4.94, -0.14], [1.41, -0.69, 0.40], [4.24, 2.15, 0.76], [1.05, 5.66, 0.16], [-0.49, 1.79, -0.02], [-4.49, 0.09, -0.98], [0.88, -1.45, 3.57], [-1.56, 3.43, -7.33], [-0.73, 1.18, 2.23], [-2.00, -0.88, -0.78], [1.67, 1.05, -1.44], [1.41, 1.00, 1.30], [1.44, -0.63, -1.48], [1.69, 1.05, 1.13], [1.19, -1.30, -1.63], [-1.26, -1.42, -1.33], [0.85, -1.80, 1.68], [-0.23, -2.12, -0.11], [0.44, 0.37, -2.15], [0.77, -1.20, -2.25], [-1.10, 1.84, -1.27], [1.45, 0.47, -1.73], [0.80, -0.82, 1.99], [2.15, 0.94, -0.62], [-1.00, 0.06, 0.35], [0.52, -0.32, 1.12], [0.44, 1.00, -0.31], [-0.47, -2.37, -0.55], [0.15, 1.67, -1.83], [-1.20, 0.44, 1.98], [-0.19, 1.37, 2.13], [2.08, -1.81, 0.55], [2.89, 0.70, 0.64], [-2.25, 2.02, -0.27], [-2.78, -0.77, -0.54], [0.04, -0.11, -0.13], [0.05, 0.00, 0.04], [-0.34, -0.05, 0.15], [0.34, 0.07, 0.15], [-0.05, 0.02, 0.00], [-0.06, -0.02, -0.23], [0.17, 0.10, -0.11], [0.08, 0.05, 0.15], [-0.11, 0.03, 0.14], [-0.15, -0.04, -0.11], [-0.03, 0.00, 0.04], [0.03, 0.15, -0.03], [-0.14, 0.24, 0.30], [0.02, -0.41, 0.14], [0.12, -0.02, -0.13], [0.03, 0.17, -0.36], [0.06, -0.14, -0.12], [-0.04, -0.13, 0.14], [-0.08, 0.05, 0.18], [0.08, 0.22, -0.33], [-0.02, -0.04, 0.00], [0.07, -0.03, -0.05], [-0.09, 0.16, -0.41], [-0.16, 0.21, 0.30], [0.04, -0.02, 0.08], [0.21, -0.35, 0.07], [0.04, -0.07, 0.18], [-0.19, 0.28, 0.17], [-0.08, 0.12, -0.12], [0.09, -0.11, -0.14], [-0.04, 0.07, 0.06], [0.01, -0.02, -0.01], [-0.13, -0.33, -0.11], [0.11, 0.30, -0.21], [0.01, 0.00, 0.01], [-0.14, 0.01, 0.24], [0.06, 0.16, 0.06], [0.06, 0.05, -0.17], [-0.01, -0.13, -0.13], [-0.05, -0.13, 0.13], [-0.01, -0.01, 0.05], [-0.10, 0.02, -0.05], [-0.02, 0.32, -0.12], [0.37, -0.14, 0.14], [0.02, -0.10, 0.02], [-0.37, -0.17, 0.06], [-0.04, -0.17, 0.08], [0.34, -0.01, 0.02], [0.11, 0.13, -0.05], [-0.17, 0.08, -0.07], [-0.21, -0.17, -0.17], [-0.02, 0.07, 0.04], [0.30, 0.01, -0.18], [-0.21, 0.27, 0.13], [0.08, -0.02, -0.04], [0.01, -0.47, 0.15], [-0.17, -0.01, 0.11], [-0.01, 0.18, 0.02], [0.14, 0.09, -0.07], [0.05, -0.17, -0.03]], "lowdin_charge": [-0.10, -0.24, -0.24, -0.17, -0.17, -0.23, -0.16, 0.03, 0.00, -0.10, -0.14, -0.15, -0.15, -0.05, 0.05, 0.00, -0.17, 0.74, -0.32, -0.08, -0.56, 0.54, -0.57, -0.10, 0.55, -0.19, -0.07, 0.09, -0.06, -0.08, 0.01, -0.09, -0.03, -0.11, 0.02, -0.14, -0.03, 0.07, 0.08, 0.09, 0.12, 0.13, 0.13, 0.14, 0.13, 0.14, 0.12, 0.13, 0.13, 0.12, 0.12, 0.14, 0.17, 0.02, 0.01, -0.04, 0.09, 0.10, 0.05, 0.14, 0.09, 0.11, 0.11, 0.10, 0.01, -0.15, -0.12, -0.13, -0.15, 0.10, 0.10, 0.09, 0.09, 0.10, 0.00, -0.14, -0.11, -0.10, -0.16, 0.10, 0.11, 0.09, 0.10, 0.05, 0.00, -0.14, -0.13, -0.11, -0.14, 0.15, 0.11, 0.00, 0.09, 0.10, 0.01, -0.14, -0.12, -0.12, -0.15, 0.12, 0.11, 0.09, 0.09, 0.10, 0.00, -0.14, -0.11, -0.11, -0.14, 0.15, 0.11, 0.06, 0.09, 0.11, 0.00, -0.14, -0.12, -0.12, -0.15, 0.09, 0.11, 0.09, 0.09, 0.10]}

- Number 1 is which compound?
  C50H56DyN6OSSeSiTe